This record from OMol25 describes the ion C19H31N2O2 with charge +1. The level of theory is ωB97M-V/def2-TZVPD.

Output
Kohn-Sham gap: 9.5 eV
energy: -1002.38109 Eh
E_LUMO: -2.24 eV
net charge: +1

```
54
Properties=species:S:1:pos:R:3:forces:R:3
C -3.597 -1.869 -1.222 0.04 0.23 0.04
C -2.896 -0.530 -1.376 0.04 -0.50 -0.47
N -3.147 0.415 -0.252 0.30 0.62 -0.26
C -4.580 0.732 -0.045 -0.63 0.17 0.03
C -5.201 1.370 -1.279 0.10 -0.14 0.09
C -2.335 0.051 0.945 0.43 0.03 0.53
C -2.995 0.308 2.295 -0.08 -0.04 -0.13
C -1.077 0.955 0.801 -0.55 -0.60 0.14
O -1.137 1.860 -0.021 0.29 0.44 -0.25
N -0.064 0.693 1.607 -0.07 0.13 0.37
C 1.226 1.354 1.507 0.22 0.09 -0.22
C 2.148 0.727 0.413 -0.04 0.22 0.16
C 1.675 -0.705 0.192 0.11 -0.04 -0.08
C 1.903 -1.668 1.173 0.06 0.02 -0.10
C 1.425 -2.960 1.040 -0.03 -0.05 0.09
C 0.691 -3.321 -0.077 -0.08 -0.07 -0.02
C 0.439 -2.372 -1.051 -0.08 -0.05 -0.01
C 0.918 -1.078 -0.914 0.06 0.03 0.04
C 3.609 0.778 0.898 0.07 -0.15 -0.40
C 4.553 0.324 -0.219 0.09 -0.05 0.39
O 4.441 1.145 -1.354 0.13 0.14 -0.06
C 3.140 1.115 -1.884 -0.30 0.15 -0.10
C 2.108 1.595 -0.857 0.22 -0.30 -0.21
H -3.252 -2.532 -2.010 0.03 -0.05 -0.06
H -4.675 -1.777 -1.321 -0.12 -0.02 0.00
H -3.372 -2.343 -0.270 0.02 -0.09 0.10
H -1.815 -0.678 -1.434 -0.07 0.15 0.07
H -3.217 -0.048 -2.300 0.08 0.09 0.11
H -2.647 1.321 -0.527 -0.23 -0.48 0.14
H -4.650 1.440 0.779 0.10 -0.15 0.00
H -5.113 -0.179 0.228 0.11 0.05 0.09
H -6.187 1.744 -1.019 -0.05 0.02 0.03
H -4.605 2.213 -1.621 0.04 0.10 -0.07
H -5.324 0.665 -2.095 0.00 -0.05 -0.10
H -2.046 -1.001 0.877 -0.03 0.09 -0.12
H -3.921 -0.250 2.400 -0.07 -0.03 0.03
H -3.190 1.366 2.452 -0.03 0.08 0.03
H -2.323 -0.021 3.084 0.05 -0.03 0.02
H -0.090 -0.144 2.171 -0.14 0.01 -0.15
H 1.701 1.284 2.486 -0.02 0.03 -0.01
H 1.042 2.404 1.274 0.07 -0.03 0.11
H 2.467 -1.418 2.059 0.10 0.04 0.10
H 1.631 -3.687 1.810 0.02 -0.08 0.08
H 0.326 -4.330 -0.189 -0.02 -0.11 -0.02
H -0.124 -2.641 -1.933 -0.04 -0.04 -0.10
H 0.703 -0.366 -1.696 0.03 0.10 -0.08
H 3.772 0.158 1.778 -0.02 0.00 0.11
H 3.852 1.809 1.159 0.02 0.04 0.08
H 5.592 0.400 0.105 -0.08 -0.10 0.01
H 4.336 -0.723 -0.484 0.08 0.07 0.02
H 3.153 1.784 -2.747 -0.07 -0.10 0.02
H 2.905 0.096 -2.225 0.03 0.12 -0.04
H 1.113 1.630 -1.297 -0.05 0.05 -0.01
H 2.377 2.615 -0.575 -0.07 0.04 0.02
```
Forces are in eV/Å.

Mulliken atomic charge list, values in e, 2 entries:
1. C -1.252
2. C 0.040